[1]
13
Properties=species:S:1:pos:R:3:forces:R:3:mulliken_charge:R:1 method="wB97M-V/def2-TZVPD" e_above_lowest_kj_mol=277.2 total_energy_ha=-1027.52597 lumo_ev=-0.684
C -1.185719 -0.109056 1.662716 -0.5 0.9 0.7 -0.25
C -0.149502 0.760193 -0.892019 -1.3 -1.7 1.1 0.71
C 1.248523 0.651250 -1.412998 0.0 0.0 -2.4 -1.02
C -0.105254 -0.437183 0.793149 3.1 3.1 -1.5 -0.30
O -1.177080 1.171911 -1.296857 1.1 0.0 0.3 -0.41
S -1.054459 1.090449 2.764414 -0.2 -0.3 -0.2 -0.24
S 0.118673 -2.021847 0.062838 -1.4 -1.2 0.3 -0.17
H -2.167256 -0.582648 1.552710 0.3 -0.2 -0.2 0.22
H 1.488645 1.294411 -2.374070 -0.8 -1.3 2.0 0.30
H 1.817413 0.989302 -0.587077 1.1 0.3 0.6 0.37
H 1.467303 -0.450039 -1.608977 -0.3 1.5 0.3 0.29
H 0.920599 0.045096 1.187697 -2.3 -1.5 -0.7 0.35
H -1.221886 -2.401839 0.148476 1.2 0.3 -0.2 0.15


[2]
95
Properties=species:S:1:pos:R:3:forces:R:3:mulliken_charge:R:1 method="wB97M-V/def2-TZVPD" total_energy_ha=-4203.98489 lumo_ev=-8.574 total_charge=+2
C -2.504868 -4.059687 0.361600 -0.5 0.0 0.5 -0.72
C -3.132665 -2.567000 0.680591 0.6 -0.1 -0.9 1.93
C -3.589667 -1.741997 -0.662048 -1.3 -0.2 0.7 -0.42
C -2.628198 -0.475305 -1.060300 -0.8 -0.4 -0.6 -0.55
C -1.103333 -0.880162 -1.520430 2.7 0.2 0.5 0.31
C 0.186822 -0.186205 -0.712462 3.2 -3.7 -3.2 0.10
P -0.001956 1.037084 0.742008 -1.8 0.8 -0.5 -0.47
C 1.280819 2.451067 0.698602 1.1 0.4 0.3 -0.29
C 2.820937 2.006592 1.042304 0.3 1.4 0.1 -0.81
C -0.042389 0.117188 2.415143 0.7 -1.5 0.4 0.14
C 1.390594 -0.535975 2.882410 0.0 0.0 1.0 -0.65
C 1.704629 -0.645792 -1.246601 -5.5 -1.9 -1.9 0.67
C 1.655318 -1.761974 -2.492775 -1.6 1.4 1.0 0.17
C 3.100441 -2.351586 -3.095065 -1.4 -1.7 0.8 -0.58
N 4.272929 -2.105976 -2.174825 -1.0 1.5 -1.1 -0.28
C 5.038423 -0.846221 -2.511106 0.9 -0.6 -0.8 -0.65
N 0.411136 -2.309229 -3.103654 1.7 3.0 3.1 -0.89
N -0.777944 -1.851882 -2.627347 0.8 2.8 3.2 0.93
F -1.896020 -2.365178 -3.265342 1.9 0.6 0.8 -0.18
H -3.385968 -4.851582 0.239529 1.9 1.9 0.2 0.12
H -1.875967 -4.081739 -0.631668 -1.0 0.0 1.9 0.24
H -1.791983 -4.410896 1.227987 -1.5 0.7 -1.7 0.23
H -2.450861 -1.887596 1.347071 -1.0 -1.2 -1.1 -0.37
H -4.127849 -2.766314 1.307797 1.0 0.1 -1.6 -0.72
H -4.664202 -1.282994 -0.417727 2.3 -0.7 -0.6 -0.05
H -3.770116 -2.515826 -1.528380 0.6 1.6 1.7 0.37
H -2.647015 0.274686 -0.143003 0.7 -1.6 -2.0 0.27
H -3.175978 0.088496 -1.958436 1.4 -1.3 1.8 0.40
H 1.243872 3.061650 -0.323313 0.2 -1.6 2.2 0.16
H 0.955847 3.229488 1.536649 0.7 -1.7 -1.7 0.41
H 3.552891 2.537009 0.262987 -1.2 -0.5 1.1 0.41
H 3.010587 0.852681 1.084962 -1.6 1.1 -0.5 -0.24
H 3.130428 2.458040 2.101003 -0.7 -0.3 -1.7 0.54
H -0.501576 0.833085 3.237184 1.1 -1.4 -1.8 0.23
H -0.790418 -0.801874 2.272233 1.5 2.1 0.2 -0.23
H 1.874739 -1.253570 2.073908 -1.1 1.5 1.5 0.21
H 1.204681 -1.179584 3.860438 0.5 1.4 -2.1 0.36
H 2.149481 0.327471 3.192792 -1.6 -1.8 -0.6 0.07
H 2.702032 -0.234115 -0.779628 -2.4 -1.0 -1.3 -0.32
H 3.252680 -1.986080 -4.198670 -0.1 -0.5 2.3 0.34
H 2.942573 -3.534520 -3.122281 0.1 2.6 -0.1 0.35
H 4.029738 -2.183641 -1.163695 0.1 -0.1 -1.4 0.26
H 6.160536 -1.033168 -2.176700 -2.3 0.7 -0.6 0.28
H 5.050272 -0.773799 -3.702641 0.1 0.1 2.8 0.29
H 4.589147 0.142240 -2.074862 0.8 -1.4 -0.7 0.15
O 0.683631 1.338518 5.653055 -1.8 -0.5 -0.1 -0.56
C -0.423443 1.279665 6.162075 1.8 0.5 -0.4 0.52
O -1.564850 0.954702 5.486961 1.0 -0.1 -0.3 -0.29
C -2.682253 1.090405 6.363760 -1.0 0.1 0.2 -0.43
C -2.111499 0.989209 7.754053 -0.4 -0.2 0.8 -0.48
C -0.739874 1.594243 7.592838 -0.1 -0.3 0.3 -0.48
H -3.155957 2.060157 6.178421 0.1 -0.1 0.0 0.30
H -3.407864 0.297093 6.161857 0.2 0.1 -0.2 0.24
H -2.724477 1.489405 8.508515 0.0 -0.1 -0.2 0.33
H -2.016309 -0.065347 8.040170 -0.1 0.2 0.0 0.26
H -0.755773 2.679634 7.725079 0.2 -0.1 0.0 0.28
H -0.015693 1.132064 8.267644 0.1 0.4 -0.2 0.30
O 3.940020 4.642504 -0.330595 0.7 -0.3 -2.1 -0.61
H 4.217477 5.048672 0.504218 -0.9 -0.1 1.3 0.31
H 4.264072 5.254982 -1.007975 0.1 -0.5 -0.5 0.26
O -6.690705 -0.360759 1.118734 1.1 -0.4 2.2 -0.64
H -6.862514 -0.372079 0.194739 -0.2 -0.3 -1.5 0.23
C 0.360206 1.541569 -4.465986 -0.2 -0.2 -0.5 -0.06
Cl 0.682225 2.368301 -2.936956 0.0 0.1 0.2 -0.07
Cl 1.430886 2.128554 -5.744344 -0.2 -0.2 0.2 -0.12
H 0.521353 0.469268 -4.331461 0.1 0.2 0.0 -0.06
H -0.676583 1.725122 -4.758180 0.3 0.1 0.1 0.34
F -1.008382 -5.643480 -0.451674 0.3 -0.1 -0.3 -0.75
C 6.417793 7.631336 -4.097627 0.2 -0.1 -0.1 -1.31
C 5.310589 6.969141 -3.326712 -0.5 -0.2 0.3 0.84
O 5.267355 5.752824 -3.157638 0.0 0.1 0.2 -0.65
N 4.330874 7.762695 -2.805759 0.6 -0.7 -0.3 -0.10
C 4.206421 9.198088 -2.895477 -0.4 0.0 0.3 -0.85
H 7.121701 6.871622 -4.449881 -0.3 0.1 0.1 0.28
H 6.009050 8.152418 -4.966888 0.1 0.1 0.1 0.38
H 6.957454 8.329276 -3.452782 -0.1 0.1 -0.2 0.36
H 3.619890 7.247497 -2.300235 0.1 0.2 -0.1 0.19
H 4.195516 9.601129 -1.879781 0.0 0.3 -0.2 0.30
H 3.254698 9.425701 -3.381838 0.1 0.3 0.0 0.29
H 5.020439 9.653409 -3.458495 -0.1 -0.2 0.1 0.33
Mg -4.489944 -2.581369 3.051658 -0.9 0.7 -0.4 0.72
O -7.069223 -6.958073 1.051039 1.5 0.2 -1.4 -0.62
C -6.431542 -7.158104 0.030484 -1.4 0.3 1.6 0.41
O -5.424908 -6.352397 -0.418640 -0.5 0.0 0.8 -0.29
C -4.979300 -6.823939 -1.689411 0.7 0.1 -0.8 -0.34
C -5.391431 -8.271753 -1.743280 0.3 -0.7 -0.5 -0.62
C -6.662055 -8.283879 -0.931630 0.2 -0.4 -0.1 -0.31
H -5.458577 -6.225907 -2.471598 0.0 0.0 0.1 0.25
H -3.894626 -6.705329 -1.767087 -0.2 0.2 0.2 0.36
H -5.519810 -8.645158 -2.762710 0.1 0.1 0.1 0.33
H -4.633860 -8.891789 -1.248654 -0.1 0.1 -0.1 0.28
H -7.538638 -8.056405 -1.544550 0.0 -0.1 0.2 0.25
H -6.792693 -9.232071 -0.405057 -0.3 0.3 0.0 0.28
F 3.535330 4.876252 1.915533 0.3 -1.1 1.2 -0.79
Ca 4.923222 1.117073 1.547830 1.0 1.3 0.3 1.72


[3]
19
Properties=species:S:1:pos:R:3:forces:R:3:mulliken_charge:R:1 method="wB97M-V/def2-TZVPD" e_above_lowest_kj_mol=683.4 smiles=C[C@@]12C[C@@H]1C(N)(N)N2 total_energy_ha=-361.12911 lumo_ev="0.875 / 1.016"
C 0.921959 1.220106 -0.868684 0.9 -2.5 0.2 -0.61
C -1.248874 0.668770 -1.787137 -1.7 1.5 -0.1 -1.20
C 0.336199 -0.562981 0.960183 -1.2 -0.7 0.2 1.44
C -0.478272 0.795640 -0.499868 -4.3 0.3 -3.7 0.09
N 0.750904 -1.740795 0.337855 0.9 -2.2 -0.5 -0.54
N 0.226727 -0.714735 2.334336 1.1 -0.4 2.5 -0.59
C 0.891934 0.708553 0.487740 5.1 3.4 4.0 -0.85
N -0.918905 -0.166702 0.442776 -1.3 1.2 -1.4 -0.31
H 1.112644 -2.515057 0.877932 0.1 0.5 -0.3 0.19
H 0.974195 -1.726089 -0.649994 0.0 0.0 0.5 0.14
H -0.140531 0.056903 2.878908 0.1 -0.5 -0.4 0.16
H 0.259262 -1.616274 2.788790 0.0 0.3 -0.3 0.15
H -1.775728 -0.700911 0.392274 0.2 -0.5 -0.6 0.23
H 1.462007 0.627837 -1.607989 0.2 -0.1 -0.3 0.22
H 1.086214 2.286304 -1.007279 -0.4 -0.1 0.2 0.26
H 0.906201 1.447926 1.283048 0.4 0.0 0.0 0.23
H -0.935740 -0.210996 -2.359840 0.2 -0.1 0.1 0.29
H -1.107737 1.557311 -2.412282 0.0 -0.2 0.0 0.37
H -2.322461 0.585191 -1.590770 -0.1 -0.1 -0.3 0.33


[4]
25
Properties=species:S:1:pos:R:3:forces:R:3:mulliken_charge:R:1 method="wB97M-V/def2-TZVPD" e_above_lowest_kj_mol=101.8 total_energy_ha=-618.89577 lumo_ev=-3.595 total_charge=+1
Li 0.267934 -0.129661 0.040133 0.1 -0.3 0.3 0.80
O 2.366785 -0.634104 0.001800 1.9 0.1 -0.1 -0.56
H 3.231956 -0.377783 0.401160 -1.0 -0.2 0.1 0.29
H 2.706306 -0.964580 -0.846580 -0.6 -0.2 0.1 0.31
O -0.331239 -1.550981 1.714380 -0.5 -1.7 -0.3 -0.49
H -0.028200 -1.867309 2.571266 0.3 0.6 0.5 0.27
H -0.722839 -2.410171 1.418845 0.1 1.2 0.2 0.24
O 0.841747 0.935619 -1.618221 -0.2 -0.2 -0.4 -0.49
H 1.507881 1.498071 -1.224923 0.3 0.3 -0.2 0.24
H 1.140041 0.767386 -2.525561 -0.1 0.2 0.3 0.30
O -0.164151 -1.904652 -1.001866 0.0 -0.1 0.6 -0.59
H -0.427818 -2.608833 -0.384622 0.3 0.3 -0.7 0.25
H -0.875813 -1.847706 -1.636470 -0.4 -0.1 -0.4 0.32
O 1.167858 1.344149 1.588672 -1.3 0.3 -1.1 -0.53
H 1.695413 0.945273 2.257791 0.9 -0.4 0.7 0.30
H 1.742536 1.632887 0.878024 0.4 0.2 0.4 0.26
O -1.697564 0.752325 -3.087243 -0.6 0.6 1.3 -0.57
H -1.048595 0.453409 -2.455852 0.2 0.2 0.5 0.26
H -1.453340 0.322917 -3.875315 0.2 -0.7 -1.8 0.31
O -1.673235 1.117865 2.724298 -1.2 0.3 1.1 -0.61
H -1.543470 0.743129 1.862091 0.6 0.0 -0.3 0.38
H -0.844391 1.241409 3.165796 0.6 0.1 0.0 0.29
O -1.600134 0.767935 0.121376 0.2 -1.3 -0.5 -0.56
H -2.343512 0.146091 0.058090 0.1 0.5 -0.1 0.32
H -1.914154 1.627316 -0.147070 -0.3 0.5 -0.2 0.27